[1]
DFT (ωB97M-V with the def2-TZVPD basis set) results for a molecular structure, C55H55GeNO3PZn.

The geometry in ORCA input format:
```
! wB97M-V def2-TZVPD RIJCOSX def2/J DEFGRID3
* xyz -1 1
Zn -1.212 -1.080 -0.066
C 1.452 -2.885 0.949
C 0.570 -2.911 2.192
C -0.601 -3.880 2.040
C 0.107 -1.506 2.612
C -0.277 -1.478 4.088
O -1.513 -0.781 4.149
C -1.981 -0.614 2.862
N -1.106 -1.020 1.942
C -3.273 -0.059 2.772
C -4.024 0.055 3.997
C -5.301 0.522 4.031
C -5.959 0.942 2.843
C -5.258 0.890 1.661
C -3.942 0.411 1.567
P -3.061 0.603 0.022
C -4.236 0.125 -1.306
C -5.130 -0.926 -1.103
C -5.930 -1.387 -2.140
C -5.847 -0.808 -3.400
C -4.950 0.229 -3.618
C -4.150 0.688 -2.579
C -2.845 2.403 -0.201
C -3.845 3.276 -0.620
C -3.604 4.642 -0.681
C -2.361 5.151 -0.321
C -1.357 4.289 0.098
C -1.600 2.921 0.153
H 1.667 -3.899 0.598
H 2.399 -2.386 1.148
H 0.987 -2.350 0.120
H 1.191 -3.266 3.026
H -1.130 -3.715 1.099
H -1.328 -3.768 2.849
H -0.242 -4.913 2.049
H 0.927 -0.804 2.406
H 0.450 -0.960 4.712
H -0.423 -2.488 4.481
H -3.551 -0.262 4.915
H -5.819 0.572 4.983
H -6.977 1.308 2.865
H -5.748 1.235 0.753
H -5.197 -1.381 -0.121
H -6.620 -2.203 -1.961
H -6.476 -1.164 -4.207
H -4.867 0.677 -4.601
H -3.438 1.484 -2.766
H -4.816 2.889 -0.910
H -4.392 5.312 -1.006
H -2.177 6.218 -0.368
H -0.382 4.670 0.376
H -0.813 2.244 0.471
O 1.910 0.330 0.005
C 1.110 0.694 -0.877
O -0.070 0.254 -1.033
C 1.528 1.815 -1.806
C 3.042 1.969 -1.911
Ge 3.872 1.955 -0.146
C 2.754 2.992 1.082
C 2.122 2.449 2.202
C 1.301 3.228 3.010
C 1.097 4.569 2.710
C 1.721 5.128 1.603
C 2.541 4.343 0.798
C 5.417 3.199 -0.371
C 5.952 3.543 -1.613
C 7.034 4.414 -1.726
C 7.604 4.963 -0.588
C 7.089 4.636 0.662
C 6.012 3.766 0.763
C 4.784 0.419 0.643
C 6.163 0.293 0.447
C 6.882 -0.753 1.014
C 6.235 -1.686 1.810
C 4.867 -1.575 2.021
C 4.147 -0.541 1.435
H 1.100 2.728 -1.374
H 1.037 1.668 -2.769
H 3.292 2.936 -2.352
H 3.482 1.194 -2.544
H 2.256 1.401 2.440
H 0.809 2.784 3.867
H 0.449 5.173 3.333
H 1.571 6.175 1.365
H 3.032 4.797 -0.057
H 5.527 3.123 -2.519
H 7.430 4.663 -2.704
H 8.445 5.642 -0.672
H 7.528 5.062 1.556
H 5.623 3.524 1.747
H 6.690 1.025 -0.152
H 7.948 -0.834 0.836
H 6.792 -2.501 2.258
H 4.353 -2.303 2.639
H 3.075 -0.495 1.567
C 0.070 -2.852 -2.644
C -1.421 -3.128 -2.441
C -2.194 -2.334 -3.514
C -1.879 -2.635 -1.082
C -1.741 -4.623 -2.583
C -0.757 -5.604 -2.641
C -1.083 -6.957 -2.728
C -2.408 -7.358 -2.761
C -3.405 -6.389 -2.705
C -3.072 -5.047 -2.615
H 0.242 -1.776 -2.574
H 0.419 -3.195 -3.624
H 0.678 -3.328 -1.874
H -1.918 -1.279 -3.441
H -3.275 -2.397 -3.375
H -1.948 -2.697 -4.518
H -2.876 -3.012 -0.836
H 0.287 -5.321 -2.618
H -0.291 -7.695 -2.768
H -2.664 -8.409 -2.829
H -4.448 -6.682 -2.725
H -3.866 -4.311 -2.556
*
```

Properties
E_HOMO (alpha / beta): -0.1616 / -0.0899 Eh
LUMO energy (alpha / beta): 2.5 / 2.5 eV
strongest force on any atom: 0.43 eV/Å
energy relative to the best compared isomer or geometry (same formula, charge and spin): 0.0 kJ/mol
HOMO-LUMO gap (alpha / beta): 0.25220 / 0.18052 hartree

These are the Löwdin partial charges, in e, on atoms 1 to 5:
1 Zn 0.547
2 C -0.055
3 C -0.372
4 C -0.062
5 C -0.286



[2]
DFT (ωB97M-V with the def2-TZVPD basis set) results for a molecular structure, C55H56AgClN7OS3Sb2.

The geometry in ORCA input format:
```
! wB97M-V def2-TZVPD RIJCOSX def2/J DEFGRID3
* xyz -1 1
Ag 1.454 -1.458 1.469
C -0.785 -2.289 -1.839
C -0.880 -1.016 -2.693
C 0.327 -0.063 -2.705
Sb 1.620 -0.391 -4.425
C 3.109 1.103 -3.954
C 4.389 0.900 -4.467
C 5.408 1.806 -4.216
C 5.160 2.934 -3.447
C 3.892 3.143 -2.924
C 2.878 2.228 -3.171
C 0.353 0.935 -5.612
C 0.294 2.311 -5.407
C -0.606 3.097 -6.113
C -1.457 2.518 -7.044
C -1.400 1.150 -7.265
C -0.503 0.367 -6.551
Sb 0.187 -4.118 -2.561
C 0.028 -3.633 -4.677
C 1.109 -3.684 -5.552
C 0.950 -3.396 -6.901
C -0.298 -3.054 -7.400
C -1.390 -3.019 -6.543
C -1.226 -3.317 -5.197
C 2.291 -3.742 -2.337
C 2.801 -2.732 -1.534
C 4.169 -2.581 -1.360
C 5.046 -3.444 -2.000
C 4.546 -4.484 -2.774
C 3.176 -4.641 -2.926
H -1.800 -2.642 -1.642
H -0.327 -2.081 -0.867
H -1.740 -0.453 -2.309
H -1.131 -1.283 -3.724
H 0.922 -0.150 -1.794
H -0.022 0.968 -2.789
H 4.591 0.012 -5.057
H 6.401 1.636 -4.615
H 5.959 3.637 -3.245
H 3.701 4.014 -2.308
H 1.907 2.385 -2.720
H 0.961 2.779 -4.693
H -0.647 4.165 -5.933
H -2.162 3.129 -7.594
H -2.060 0.692 -7.993
H -0.470 -0.702 -6.726
H 2.090 -3.944 -5.176
H 1.805 -3.436 -7.565
H -0.423 -2.819 -8.450
H -2.369 -2.759 -6.928
H -2.089 -3.305 -4.540
H 2.120 -2.119 -0.955
H 4.540 -1.797 -0.711
H 6.115 -3.331 -1.869
H 5.225 -5.185 -3.244
H 2.793 -5.485 -3.493
S 0.579 -3.760 1.202
C 0.733 -4.210 2.890
C -0.051 -5.284 3.313
C -0.195 -5.635 4.653
C -1.108 -6.657 5.023
N -1.876 -7.472 5.296
C 0.527 -4.906 5.617
C 1.398 -3.912 5.196
C 1.548 -3.540 3.852
S 2.739 -2.334 3.500
C 0.380 -5.174 7.007
N 0.271 -5.358 8.139
H -0.594 -5.842 2.560
H 1.981 -3.377 5.934
C -1.140 5.692 1.817
C -0.009 4.683 2.069
C 1.212 5.420 2.630
C 0.375 4.102 0.697
C -0.514 3.574 3.059
O -1.486 2.814 2.358
C -1.105 4.249 4.352
C -2.635 4.397 4.457
C -3.467 3.181 4.794
C -4.651 2.935 4.104
C -5.478 1.875 4.440
C -5.119 1.043 5.487
Cl -6.186 -0.243 5.954
C -3.942 1.253 6.182
C -3.130 2.321 5.834
C 0.627 2.651 3.567
N 1.402 1.951 2.559
C 1.034 1.146 1.546
N 2.106 0.593 0.989
C 3.128 1.088 1.741
N 2.747 1.905 2.685
H -0.842 6.383 1.027
H -1.368 6.281 2.707
H -2.041 5.172 1.491
H 1.438 6.272 1.987
H 2.089 4.772 2.651
H 1.035 5.800 3.637
H 0.539 4.920 -0.007
H -0.425 3.472 0.311
H 1.294 3.522 0.744
H -1.680 2.005 2.881
H -0.689 5.254 4.411
H -0.745 3.713 5.232
H -3.002 4.825 3.526
H -2.829 5.123 5.252
H -4.943 3.596 3.296
H -6.393 1.688 3.893
H -3.655 0.581 6.979
H -2.227 2.483 6.410
H 0.176 1.913 4.237
H 1.345 3.234 4.138
H 0.030 1.077 1.177
H 4.160 0.848 1.553
C -2.661 -3.365 3.145
N -3.028 -2.286 2.260
C -4.012 -2.327 1.291
C -4.003 -1.149 0.641
N -2.999 -0.392 1.214
C -2.394 -1.090 2.212
S -1.178 -0.514 3.207
H -3.549 -3.822 3.576
H -2.033 -2.961 3.936
H -2.087 -4.109 2.603
H -4.626 -3.198 1.150
H -4.611 -0.784 -0.166
H -2.719 0.539 0.959
*
```

Properties
E_HOMO: -0.1502 Eh
LUMO energy: 1.8 eV
strongest force on any atom: 1.02 eV/Å
HOMO-LUMO gap: 0.21599 hartree

These are the Löwdin partial charges, in e, on atoms 1 to 5:
1 Ag 0.423
2 C -0.399
3 C -0.364
4 C -0.369
5 Sb 1.531



[3]
DFT (ωB97M-V with the def2-TZVPD basis set) results for 7 unconnected molecules or ions with the total composition C55H59N4O13.

The geometry in ORCA input format:
```
! wB97M-V def2-TZVPD RIJCOSX def2/J DEFGRID3
* xyz 1 1
C -0.356 6.328 -1.747
C 0.108 4.877 -2.438
C 0.592 4.872 -4.009
N 0.007 3.772 -1.618
N -0.927 2.857 -2.168
C -2.302 3.444 -2.374
C -3.481 2.426 -2.984
C -2.989 0.859 -3.304
O -3.901 -0.198 -3.807
C -4.421 -0.819 -2.547
C -5.914 -1.476 -2.705
C -6.054 -2.440 -4.065
C -7.144 -0.396 -2.797
C -7.340 0.552 -1.474
C -6.900 2.122 -1.733
C -6.642 -0.012 -0.102
C -1.374 0.592 -2.953
C -0.863 -0.969 -3.243
C 0.223 -1.490 -2.083
C -0.419 -1.545 -0.572
C 0.387 -0.521 0.472
C 0.665 -1.345 1.876
N 1.775 -2.358 1.551
N -0.432 1.614 -2.418
H -1.080 6.944 -2.439
H 0.584 6.961 -1.419
H -0.971 6.102 -0.753
H -0.281 4.495 -4.719
H 1.608 4.314 -4.168
H 0.779 6.014 -4.301
H -2.643 4.533 -2.115
H -4.588 2.768 -3.159
H -3.712 -1.665 -2.143
H -4.364 0.057 -1.739
H -6.095 -2.211 -1.797
H -6.071 -1.781 -5.060
H -7.095 -3.010 -3.935
H -5.224 -3.264 -4.075
H -8.145 -1.039 -2.900
H -7.062 0.218 -3.795
H -8.514 0.583 -1.260
H -7.678 2.909 -1.347
H -5.813 2.322 -1.282
H -6.766 2.226 -2.912
H -6.672 -1.174 0.032
H -5.558 0.457 0.041
H -7.282 0.435 0.801
H -0.411 -1.118 -4.312
H -1.774 -1.734 -3.158
H 1.220 -0.834 -2.120
H 0.467 -2.618 -2.378
H -0.387 -2.632 -0.081
H -1.551 -1.213 -0.513
H -0.313 0.407 0.704
H 1.361 -0.116 -0.040
H 0.980 -0.635 2.781
H -0.322 -1.916 2.139
H 2.347 -1.956 0.770
H 1.310 -3.250 1.246
C 3.143 -0.421 7.525
C 3.683 -1.533 7.018
C 3.266 -2.057 5.702
O 3.759 -3.075 5.238
C 2.230 -1.303 4.968
C 1.689 -0.191 5.476
C 2.107 0.332 6.792
O 1.614 1.351 7.256
H 3.437 -0.024 8.489
H 4.445 -2.097 7.543
H 1.936 -1.700 4.005
H 0.928 0.373 4.950
C 5.437 7.151 -4.539
C 4.155 7.337 -4.209
C 3.110 7.472 -5.244
O 1.937 7.644 -4.943
C 3.536 7.392 -6.655
C 4.818 7.206 -6.984
C 5.863 7.071 -5.950
O 7.036 6.899 -6.251
H 6.216 7.051 -3.793
H 3.826 7.397 -3.179
H 2.757 7.492 -7.401
H 5.147 7.146 -8.015
C -3.547 8.479 -5.181
C -3.434 9.554 -5.967
C -2.292 9.713 -6.889
O -2.188 10.697 -7.607
C -1.281 8.638 -6.909
C -1.393 7.563 -6.123
C -2.535 7.404 -5.201
O -2.640 6.420 -4.483
H -4.378 8.347 -4.499
H -4.168 10.351 -5.964
H -0.450 8.769 -7.591
H -0.659 6.766 -6.126
C 1.819 -6.091 7.040
C 2.541 -5.355 7.890
C 1.962 -4.852 9.151
O 2.621 -4.176 9.929
C 0.554 -5.194 9.437
C -0.168 -5.930 8.586
C 0.411 -6.434 7.325
O -0.249 -7.109 6.548
H 2.228 -6.467 6.110
H 3.575 -5.096 7.695
H 0.145 -4.818 10.366
H -1.202 -6.189 8.781
C 5.945 -4.887 5.599
C 7.054 -4.170 5.394
C 8.377 -4.816 5.294
O 9.393 -4.160 5.109
C 8.428 -6.286 5.427
C 7.319 -7.003 5.631
C 5.995 -6.357 5.732
O 4.980 -7.013 5.917
H 4.967 -4.429 5.675
H 7.033 -3.091 5.294
H 9.406 -6.744 5.350
H 7.339 -8.082 5.732
C 0.795 -8.152 1.056
C 0.867 -6.955 1.646
C 0.064 -5.814 1.165
O 0.130 -4.717 1.703
C -0.823 -6.047 0.007
C -0.894 -7.244 -0.583
C -0.091 -8.385 -0.102
O -0.157 -9.481 -0.640
H 1.378 -8.999 1.396
H 1.511 -6.768 2.497
H -1.405 -5.200 -0.333
H -1.539 -7.431 -1.434
*
```

Properties
E_HOMO: -0.4001 Eh
LUMO energy: -4.4 eV
strongest force on any atom: 5.73 eV/Å
HOMO-LUMO gap: 0.23713 hartree

These are the Löwdin partial charges, in e, on atoms 1 to 5:
1 C -0.042
2 C -0.205
3 C -0.038
4 N 0.056
5 N -0.188